The following is a DFT calculation (ωB97M-V/def2-TZVPD) of a molecular structure, C36H28N6O3PRuS2 at a distorted geometry.

The expectation value of S² is 6.038. The value obtained for the orbital gap (alpha / beta) is 7.1207 / 5.6802 eV. For the largest force on an atom, the calculation gives 1.43 eV/Å.

The geometry in ORCA input format:
```
! wB97M-V def2-TZVPD RIJCOSX def2/J DEFGRID3
* xyz 1 5
Ru -0.59483 0.27436 0.08405
S -2.47887 1.61885 0.04494
C -2.81702 2.06786 1.67994
C -3.83181 3.03640 1.80498
N -4.64866 3.83932 1.85026
C -2.18301 1.51456 2.76943
S -0.95050 0.32171 2.63604
C -2.51947 1.91366 4.08120
N -2.73969 2.22716 5.16132
N 2.18718 1.78470 -1.12002
P 0.74746 2.22688 -0.34340
C 1.47246 3.42899 0.81177
C 1.35646 3.34844 2.19202
C 2.01113 4.27832 2.98632
C 2.78384 5.27033 2.40470
C 2.89286 5.35315 1.02376
C 2.22910 4.44459 0.22591
C -0.10228 3.33726 -1.50967
C 0.03465 3.20892 -2.88656
C -0.60641 4.10685 -3.72287
C -1.40900 5.10381 -3.18762
C -1.55327 5.22268 -1.81417
C -0.90137 4.34321 -0.97152
C 2.28426 0.53899 -1.69954
C 3.51523 -0.08523 -1.91809
C 3.51800 -1.33973 -2.48947
C 2.30556 -1.91441 -2.85808
C 1.14266 -1.20709 -2.62363
N 1.12105 -0.01137 -2.04561
H 3.04871 2.18069 -0.75441
H 0.77236 2.55774 2.64698
H 1.92702 4.22427 4.06153
H 3.30588 5.98128 3.02521
H 3.49625 6.12314 0.56854
H 2.28971 4.50824 -0.85225
H 0.64449 2.41008 -3.28523
H -0.47849 4.03216 -4.79289
H -1.93341 5.78839 -3.83698
H -2.17269 6.00476 -1.40157
H -0.99612 4.43832 0.10372
H 4.43216 0.39825 -1.61757
H 4.44591 -1.86868 -2.63558
H 2.26483 -2.89477 -3.30209
H 0.17876 -1.61015 -2.89294
O 1.75437 -2.87905 1.56091
C 1.26099 -1.94787 1.07244
N 0.80458 -0.99298 0.52521
C -5.73481 -2.55245 -2.26202
O -4.49844 -2.06781 -2.74420
C -4.24511 -0.73995 -2.70569
C -5.08303 0.22407 -2.15244
C -4.74762 1.56429 -2.19995
C -3.55999 1.97700 -2.78603
C -2.71760 1.03787 -3.34413
C -3.04662 -0.31374 -3.31451
N -2.24757 -1.22988 -4.01438
C -1.97568 -2.48223 -3.68661
C -2.07259 -3.05492 -2.40746
C -2.18506 -4.45847 -2.27985
C -2.33778 -5.05922 -1.06263
C -2.36560 -4.27518 0.10430
C -2.17925 -2.92425 0.03724
C -1.97664 -2.25931 -1.19965
O -1.66125 -1.03080 -1.27320
H -5.70310 -3.63104 -2.40497
H -6.57150 -2.13113 -2.82396
H -5.85470 -2.34167 -1.19764
H -6.00947 -0.07157 -1.68959
H -5.41251 2.28854 -1.75580
H -3.29874 3.02300 -2.79465
H -1.78529 1.33578 -3.79882
H -1.93972 -0.89858 -4.92208
H -1.64175 -3.11405 -4.50347
H -2.21619 -5.04419 -3.18595
H -2.44226 -6.13008 -0.98526
H -2.53206 -4.75424 1.05680
H -2.15904 -2.31063 0.93280
*
```

The computed natural (NBO) charges, all in e, follow: 0.89 0.24 -0.31 0.22 -0.22 -0.24 0.06 0.21 -0.20 -0.92 1.28 -0.39 -0.21 -0.14 -0.19 -0.19 -0.22 -0.42 -0.15 -0.22 -0.19 -0.20 -0.19 0.40 -0.28 -0.12 -0.28 0.07 -0.52 0.43 0.23 0.22 0.23 0.23 0.23 0.22 0.23 0.23 0.23 0.23 0.23 0.23 0.23 0.20 -0.49 0.84 -0.77 -0.25 -0.51 0.30 -0.28 -0.18 -0.23 -0.23 0.15 -0.50 0.22 -0.19 -0.14 -0.27 -0.10 -0.32 0.43 -0.73 0.21 0.19 0.19 0.23 0.23 0.23 0.22 0.42 0.22 0.22 0.23 0.23 0.22